The following is a quantum chemistry calculation of a structure of composition C61H60InN3O5P2S4, from the OMol25 dataset.

```
136
Properties=species:S:1:pos:R:3:forces:R:3:mulliken_charge:R:1
In -0.224 -0.211 0.197 -0.0404 -0.3022 0.1784 2.6322
C -5.752 -4.828 1.385 -0.0250 -0.0124 0.0069 -1.7696
C -5.606 -3.403 0.823 -0.0067 -0.0028 -0.0041 1.3518
C -6.990 -2.847 0.448 -0.0264 0.0146 -0.0072 -1.7139
C -4.971 -2.518 1.885 0.0132 -0.0001 0.0286 0.7916
C -5.578 -2.350 3.124 -0.0243 -0.0257 0.0142 -0.2794
C -5.018 -1.562 4.119 -0.0026 -0.0008 -0.0138 -1.6390
C -3.803 -0.944 3.892 0.0149 0.0224 0.0267 -0.1824
C -3.150 -1.106 2.670 -0.0151 0.0376 0.0870 0.2418
P -1.517 -0.341 2.491 -0.0878 0.1623 -0.0732 1.1431
C -0.418 -1.183 3.656 0.0314 -0.0533 0.0139 0.6033
C 0.930 -0.832 3.682 0.0374 0.0207 -0.0108 0.4612
C 1.814 -1.486 4.525 -0.0199 -0.0009 0.0024 -0.7630
C 1.353 -2.500 5.353 0.0027 -0.0188 0.0122 -0.9139
C 0.013 -2.863 5.326 -0.0026 -0.0100 0.0075 -0.8357
C -0.871 -2.216 4.477 0.0099 0.0352 -0.0018 -0.4197
C -1.869 1.311 3.168 -0.0066 -0.0156 0.0010 0.5964
C -2.836 2.072 2.511 -0.0212 0.0148 -0.0082 -0.7359
C -3.275 3.266 3.058 -0.0069 -0.0169 0.0079 -0.8508
C -2.736 3.715 4.260 -0.0036 0.0019 0.0029 -0.6310
C -1.763 2.969 4.908 0.0015 0.0169 -0.0023 -0.6645
C -1.333 1.762 4.369 0.0243 0.0017 0.0138 0.1778
C -3.766 -1.856 1.676 0.0043 -0.0513 -0.0753 -0.9895
O -3.123 -1.870 0.475 0.1002 0.0379 0.0058 0.1822
C -3.546 -2.720 -0.510 0.0015 0.0254 0.0369 -1.1396
C -2.729 -2.770 -1.632 -0.0126 -0.0842 -0.0222 0.4886
C -3.128 -3.537 -2.724 -0.0009 -0.0124 -0.0218 0.1218
C -4.299 -4.268 -2.664 0.0019 0.0139 0.0049 -1.6869
C -5.075 -4.222 -1.516 -0.0314 -0.0303 0.0036 -0.2502
C -4.724 -3.447 -0.415 0.0011 -0.0222 -0.0214 0.7218
P -1.222 -1.785 -1.759 0.1087 0.0495 -0.0432 1.4502
C -1.606 -0.776 -3.220 -0.0684 -0.0723 -0.0969 0.2932
C -2.629 0.162 -3.078 -0.0218 0.0350 0.0090 -0.4212
C -3.023 0.936 -4.156 0.0054 -0.0101 -0.0065 -0.8189
C -2.395 0.777 -5.385 -0.0069 0.0123 -0.0048 -0.6222
C -1.386 -0.162 -5.535 0.0095 -0.0065 0.0140 -0.7820
C -0.993 -0.944 -4.457 0.0096 0.0209 0.0226 -0.4359
C 0.118 -2.913 -2.233 -0.0193 -0.0386 0.0041 0.4545
C 1.352 -2.367 -2.587 0.0144 -0.0150 0.0089 -0.8312
C 2.420 -3.197 -2.897 -0.0125 0.0190 -0.0048 -0.8716
C 2.263 -4.574 -2.855 0.0109 -0.0213 0.0029 -0.6422
C 1.039 -5.123 -2.494 0.0128 -0.0002 -0.0104 -0.9899
C -0.030 -4.298 -2.178 0.0096 -0.0016 0.0362 -0.4618
H -6.387 -4.831 2.271 0.0098 -0.0053 -0.0168 0.4228
H -4.780 -5.242 1.657 -0.0071 0.0100 -0.0061 0.3510
H -6.212 -5.487 0.649 0.0075 0.0130 0.0183 0.4269
H -7.645 -2.825 1.319 0.0136 0.0051 -0.0120 0.4017
H -7.466 -3.475 -0.306 0.0144 0.0113 0.0090 0.4070
H -6.911 -1.834 0.052 -0.0003 -0.0126 0.0021 0.3627
H -6.522 -2.843 3.317 0.0183 0.0121 -0.0018 0.4667
H -5.524 -1.438 5.066 0.0089 -0.0031 -0.0184 0.4527
H -3.355 -0.337 4.670 -0.0013 -0.0054 -0.0107 0.5796
H 1.315 -0.072 3.017 -0.0087 -0.0090 -0.0005 -0.7902
H 2.861 -1.213 4.518 -0.0134 0.0024 0.0020 0.5819
H 2.039 -3.015 6.013 -0.0119 0.0066 -0.0137 0.4341
H -0.346 -3.664 5.959 0.0079 0.0145 -0.0059 0.4640
H -1.903 -2.533 4.446 -0.0054 0.0004 -0.0026 0.4302
H -3.281 1.714 1.587 0.0124 -0.0108 0.0035 0.3643
H -4.041 3.841 2.555 0.0147 -0.0057 0.0163 0.4396
H -3.086 4.643 4.695 0.0070 -0.0122 -0.0051 0.4134
H -1.352 3.311 5.849 -0.0112 -0.0020 -0.0135 0.5116
H -0.595 1.168 4.894 -0.0157 0.0097 -0.0099 0.4899
H -2.520 -3.558 -3.621 -0.0019 0.0039 0.0130 0.6281
H -4.612 -4.868 -3.508 0.0045 0.0079 0.0195 0.4422
H -5.991 -4.799 -1.481 0.0134 0.0116 0.0002 0.4526
H -3.128 0.286 -2.121 0.0094 -0.0211 0.0057 0.3811
H -3.822 1.657 -4.042 0.0119 -0.0107 0.0003 0.4863
H -2.703 1.379 -6.231 0.0024 -0.0061 0.0111 0.4425
H -0.909 -0.297 -6.497 -0.0056 -0.0019 0.0131 0.5046
H -0.210 -1.680 -4.585 0.0012 -0.0094 -0.0006 0.4326
H 1.488 -1.293 -2.616 -0.0123 0.0181 -0.0043 0.6070
H 3.374 -2.763 -3.166 -0.0153 0.0007 0.0008 0.4893
H 3.095 -5.222 -3.101 -0.0171 0.0103 0.0055 0.4884
H 0.915 -6.198 -2.456 -0.0039 0.0178 0.0009 0.4430
H -0.971 -4.737 -1.876 0.0132 0.0006 0.0052 0.4389
O 3.249 -0.626 -0.751 0.0359 -0.0496 -0.0092 -1.1823
S 3.017 -1.279 0.519 -0.1514 -0.0189 0.0261 1.2669
O 3.530 -0.610 1.680 -0.0191 -0.0739 -0.0150 -0.8509
N 1.396 -1.578 0.679 0.0404 0.1906 -0.0837 0.2510
C 1.120 -2.889 0.905 0.1305 0.0024 0.0092 0.8726
S -0.386 -3.452 1.231 -0.0764 0.0067 -0.1007 -0.2822
C 2.343 -3.722 0.791 -0.1020 0.0309 0.0079 -0.4332
C 2.447 -5.097 0.901 -0.0066 -0.0148 -0.0093 -0.6598
C 3.696 -5.675 0.719 0.0234 0.0033 -0.0055 -0.6972
C 4.818 -4.896 0.437 0.0060 -0.0402 0.0083 -0.8052
C 4.723 -3.513 0.337 -0.0425 -0.0149 0.0034 -0.9046
C 3.468 -2.966 0.514 0.1388 -0.0462 -0.0045 0.3679
H 1.569 -5.692 1.117 0.0161 0.0093 -0.0025 0.5406
H 3.805 -6.749 0.796 -0.0029 0.0189 0.0007 0.4628
H 5.779 -5.375 0.303 -0.0146 0.0082 -0.0024 0.4801
H 5.591 -2.900 0.131 -0.0139 -0.0014 0.0036 0.5852
C 2.685 7.079 -2.485 0.0043 0.0210 0.0055 -1.5140
C 1.921 5.792 -2.771 -0.0179 -0.0128 -0.0014 -0.0587
C 1.824 4.939 -1.514 -0.0153 -0.0469 -0.0356 -1.1853
N 1.112 3.672 -1.727 0.0505 0.0763 -0.0470 0.5383
C 1.499 2.416 -1.596 0.0423 -0.1320 0.0228 -0.5479
S 0.255 1.203 -1.867 -0.0030 0.1928 -0.0910 -0.3334
N 2.752 2.028 -1.390 -0.0791 0.3179 0.0615 1.5866
C 3.985 2.781 -1.527 -0.0191 -0.0540 -0.1066 -0.6962
O 4.705 2.889 -0.574 0.0066 0.0183 0.0121 -0.5676
C 4.283 3.273 -2.886 -0.0171 0.0128 0.0626 0.9399
C 3.631 2.761 -4.007 -0.0369 0.0325 -0.0224 -0.1479
C 3.954 3.242 -5.266 -0.0094 -0.0091 0.0137 -0.8631
C 4.916 4.235 -5.401 0.0083 0.0136 -0.0206 -0.3805
C 5.572 4.740 -4.284 0.0133 0.0079 0.0017 -0.7224
C 5.266 4.253 -3.026 -0.0103 0.0212 -0.0163 -0.5060
H 2.681 7.736 -3.354 0.0068 -0.0262 0.0016 0.4121
H 3.726 6.867 -2.233 -0.0107 -0.0033 0.0097 0.3219
H 2.243 7.632 -1.653 -0.0050 -0.0138 -0.0229 0.3789
H 2.411 5.222 -3.561 0.0355 -0.0113 -0.0261 0.0733
H 0.912 6.024 -3.124 0.0013 -0.0135 0.0164 0.5190
H 1.265 5.482 -0.748 0.0254 0.0334 -0.0416 0.5134
H 2.810 4.742 -1.098 0.0276 -0.0334 -0.0232 0.3541
H 0.135 3.757 -1.969 -0.0260 0.0191 0.0075 0.3881
H 2.887 1.062 -1.084 0.0062 -0.1599 0.0474 -0.3072
H 2.889 1.979 -3.903 0.0110 0.0203 -0.0063 0.5706
H 3.461 2.840 -6.141 0.0118 0.0079 0.0121 0.4586
H 5.163 4.613 -6.385 -0.0054 -0.0067 0.0188 0.4384
H 6.326 5.507 -4.399 -0.0085 -0.0097 -0.0021 0.4519
H 5.775 4.620 -2.144 -0.0050 -0.0039 -0.0137 0.5337
C -0.408 4.317 1.246 0.0139 -0.0048 0.0331 -1.0555
C 0.990 4.118 1.810 0.0452 0.0354 0.0273 -0.6872
S 1.288 2.410 2.303 -0.1020 -0.0825 -0.0716 1.0207
O 0.918 1.593 1.051 0.0848 -0.0189 0.1731 -1.8107
C 3.077 2.439 2.341 0.0354 0.0616 0.0685 0.6413
C 3.578 3.250 3.532 0.0043 -0.0179 -0.0069 -1.4060
H -0.428 5.229 0.648 -0.0432 0.0293 0.0432 0.4856
H -1.144 4.422 2.039 0.0081 -0.0463 -0.0046 0.2176
H -0.702 3.483 0.608 0.0310 0.0200 -0.0223 0.0642
H 1.139 4.700 2.722 0.0296 0.0437 -0.0465 0.7119
H 1.777 4.383 1.100 -0.0485 -0.0753 0.0296 0.4999
H 3.432 2.823 1.383 0.0002 -0.0265 -0.0007 -0.1895
H 3.367 1.391 2.411 -0.0167 0.0558 0.0202 -0.0916
H 3.341 4.310 3.444 0.0096 -0.0050 -0.0063 0.3162
H 4.662 3.160 3.582 -0.0039 0.0003 0.0080 0.4571
H 3.169 2.878 4.472 0.0062 0.0051 -0.0154 0.3494
```
Forces are in eV/Å.

Summary:
- Frontier orbital gap: 7.664 eV
- Largest force on an atom: 0.35 eV/Å
- Total charge: +2
- Electronic energy: -5366.236260 Eh
- Energy above the lowest of the compared OMol25 structures with the same formula, charge and spin: 0.0 kJ/mol
- Highest occupied orbital energy: -12.64 eV
- LUMO: -4.9766 eV